A molecular structure, C38H47ClF48O6SiTa. Source: OMol25; level of theory: ωB97M-V/def2-TZVPD.

lowest unoccupied orbital energy = 0.0576 Eh
Kohn-Sham gap = 6.294 eV
total energy = -204837.892 eV
energy relative to the best compared isomer or geometry (same formula, charge and spin) = 618.3 kJ/mol
net charge = -1
HOMO level = -4.7 eV

The geometry in XYZ format:
```
142
Properties=species:S:1:pos:R:3:mulliken_charge:R:1
C 1.92206 0.58522 -0.60738 -0.348
C 0.69421 1.23315 -1.53987 -0.576
C -0.76860 1.04694 -0.82645 0.147
C -1.22026 2.25531 0.18087 0.014
C -0.10750 3.43569 0.40823 -0.909
Ta -3.33287 3.06449 -0.46156 0.685
Cl -2.29310 5.29800 -1.06582 -0.631
Si -4.55451 0.88511 0.26378 0.210
C -5.35889 0.95959 2.03205 -0.901
C -6.06400 0.66739 -0.97432 -0.581
C -3.49544 -0.72075 0.17197 -0.743
H 2.46774 -0.25818 -1.25234 0.133
H 1.46844 -0.00480 0.32533 0.029
H 2.73041 1.37392 -0.30215 0.096
H 0.67599 0.54452 -2.51491 0.358
H 0.93212 2.31382 -1.92237 0.178
H -0.69442 0.05409 -0.16790 0.052
H -1.62062 0.82004 -1.62102 -0.063
H -1.40772 1.76544 1.25341 0.016
H -0.60922 4.31949 1.03425 0.186
H 0.24651 3.95115 -0.60815 0.254
H 0.86772 3.07780 0.96673 0.144
H -3.53537 3.69007 1.30216 -0.145
H -4.99529 3.81918 -0.88074 -0.144
H -3.10988 2.35858 -2.15770 -0.299
H -5.91990 -0.06705 2.26885 0.248
H -4.52549 1.15240 2.83084 0.226
H -6.16603 1.83261 2.07654 0.225
H -6.31244 -0.47352 -1.05294 0.294
H -6.97197 1.34414 -0.65070 0.238
H -5.63640 0.99920 -2.02649 -0.097
H -2.60926 -0.77644 0.94464 0.155
H -4.16613 -1.68379 0.30912 0.361
H -2.99879 -0.82093 -0.89953 0.209
C 5.29741 -1.63697 2.70368 -0.876
C 3.87816 -1.08286 2.50512 1.243
C 2.99506 -1.13063 3.74617 -0.063
F 2.78783 -2.39503 4.17711 -0.195
F 1.76523 -0.61432 3.47829 -0.256
F 3.29181 -1.71917 1.45599 -0.199
F 4.00532 0.22584 2.12040 -0.300
O 5.50929 -2.98013 2.26219 -0.392
C 5.18164 -3.99478 3.20992 0.784
C 4.06596 -4.92439 2.71856 1.190
F 2.91374 -4.24216 2.49143 -0.253
F 3.77443 -5.87444 3.64674 -0.256
F 4.90219 -3.42173 4.40461 -0.277
F 6.32566 -4.70687 3.39565 -0.315
H 5.95672 -1.03600 2.06527 0.337
H 5.67717 -1.47095 3.71891 0.314
H 3.42658 -0.54787 4.56480 0.239
H 4.35035 -5.42555 1.78957 -0.777
C 3.45985 -8.63198 -0.54332 -1.010
C 4.35199 -7.41091 -0.27160 1.169
C 3.68775 -6.06450 -0.53293 -0.031
F 3.32680 -5.91577 -1.82713 -0.254
F 4.54701 -5.04599 -0.25884 -0.221
F 5.50911 -7.53645 -0.97496 -0.310
F 4.71392 -7.46053 1.04878 -0.270
O 3.65532 -9.27837 -1.80342 -0.437
C 2.91678 -8.72988 -2.89373 0.769
C 3.82100 -8.18801 -4.00689 0.178
F 4.61831 -7.18504 -3.55635 -0.203
F 3.08649 -7.66774 -5.02616 -0.254
F 2.04414 -7.80562 -2.42683 -0.264
F 2.15764 -9.75146 -3.37376 -0.299
H 3.74117 -9.39186 0.19617 0.499
H 2.40053 -8.43435 -0.34021 0.469
H 2.80306 -5.92815 0.09533 0.357
H 4.46366 -8.97447 -4.41126 0.233
C -5.10075 4.17747 -5.36270 -0.893
C -5.64389 3.01418 -4.51860 0.971
C -6.44097 1.97659 -5.29990 0.074
F -7.54830 2.50468 -5.86760 -0.236
F -6.87320 0.98491 -4.47494 -0.248
F -6.36614 3.51357 -3.48015 -0.246
F -4.56524 2.38768 -3.95215 -0.338
O -5.86617 5.38439 -5.32603 -0.394
C -6.94265 5.45504 -6.25945 0.751
C -8.30912 5.58611 -5.57686 0.199
F -8.57425 4.51546 -4.78437 -0.207
F -9.31194 5.64457 -6.49340 -0.269
F -6.87515 4.39974 -7.10535 -0.269
F -6.69926 6.55780 -7.01775 -0.308
H -4.13595 4.45638 -4.92136 0.478
H -4.85358 3.87589 -6.38761 0.334
H -5.83304 1.51365 -6.08227 0.264
H -8.35586 6.48511 -4.95663 0.244
C -2.44256 10.51838 1.56958 -0.725
C -3.86181 11.07249 1.37103 0.918
C -4.74491 11.02472 2.61207 0.090
F -4.95214 9.76032 3.04301 -0.195
F -5.97474 11.54103 2.34419 -0.286
F -4.44817 10.43617 0.32189 -0.262
F -3.73465 12.38119 0.98631 -0.342
O -2.23069 9.17522 1.12809 -0.371
C -2.55833 8.16057 2.07583 0.710
C -3.67401 7.23096 1.58446 0.808
F -4.82623 7.91319 1.35734 -0.252
F -3.96555 6.28091 2.51264 -0.258
F -2.83778 8.73362 3.27051 -0.293
F -1.41431 7.44848 2.26155 -0.276
H -1.78326 11.11935 0.93118 0.410
H -2.06280 10.68440 2.58481 0.305
H -4.31339 11.60748 3.43070 0.266
H -3.38962 6.72980 0.65548 -0.217
C 7.92167 2.55848 -2.97151 -0.699
C 6.64835 3.20149 -3.54244 0.911
C 5.85725 4.04266 -2.54800 0.072
F 5.40630 3.31058 -1.50490 -0.158
F 4.75568 4.57578 -3.14226 -0.274
F 5.87124 2.23577 -4.10181 -0.259
F 7.03399 4.01216 -4.57731 -0.336
O 7.80587 1.18854 -2.57942 -0.404
C 7.32531 0.96974 -1.25418 0.763
C 6.00422 0.19240 -1.22540 0.143
F 5.01712 0.86459 -1.87226 -0.179
F 5.57171 0.00683 0.05038 -0.204
F 7.25486 2.15311 -0.59964 -0.263
F 8.29524 0.25238 -0.62572 -0.311
H 8.65437 2.54443 -3.78781 0.404
H 8.39254 3.17233 -2.19438 0.321
H 6.45717 4.87115 -2.16110 0.230
H 6.11217 -0.78698 -1.69891 0.206
C 0.67607 -7.08881 5.42894 -0.690
C -0.47966 -7.57504 6.31698 0.865
C -0.53253 -9.08360 6.52626 0.096
F -0.71570 -9.75392 5.36675 -0.204
F -1.57909 -9.41889 7.32819 -0.283
F -1.65462 -7.10299 5.82095 -0.271
F -0.32783 -6.97821 7.54075 -0.334
O 0.34354 -6.82177 4.06440 -0.344
C 0.39305 -7.94833 3.19062 0.626
C -0.96715 -8.26661 2.55902 0.201
F -1.89557 -8.56916 3.50302 -0.229
F -0.88614 -9.34766 1.73813 -0.264
F 0.92921 -9.00429 3.84730 -0.276
F 1.28634 -7.62011 2.21870 -0.194
H 0.98392 -6.11416 5.82729 0.450
H 1.57151 -7.71504 5.52110 0.312
H 0.38008 -9.45180 7.00330 0.279
H -1.34034 -7.41931 1.97775 0.271
```


A molecular structure, C22H47N2O16S2. Source: OMol25; level of theory: ωB97M-V/def2-TZVPD.

lowest unoccupied orbital energy = 0.0646 Eh
Kohn-Sham gap = 7.579 eV
total energy = -80989.078 eV
net charge = -1
HOMO level = -5.8 eV

The geometry in XYZ format:
```
89
Properties=species:S:1:pos:R:3:mulliken_charge:R:1
C 7.55502 3.72339 -1.75311 -1.252
C 6.07632 3.36117 -1.93154 -0.290
N 5.26327 4.54127 -2.24258 -0.417
S 4.77364 5.39595 -0.89954 1.195
O 5.86314 6.26921 -0.59907 -0.705
O 4.50035 4.50735 0.20830 -0.669
N 3.52666 6.29609 -1.33209 -0.738
S 2.18510 5.52279 -1.81981 1.274
O 2.37676 4.75582 -3.03494 -0.734
O 1.19845 6.55074 -2.00377 -0.791
C 1.45005 4.45966 -0.55781 -1.451
C 1.30068 2.96089 -0.87105 1.186
C 2.57894 2.17854 -1.02102 -1.606
C 0.34922 2.69854 -2.03578 -1.772
H 7.78697 3.73436 -0.69805 0.293
H 7.69586 4.73102 -2.11862 0.308
H 8.21197 3.06458 -2.30451 0.386
H 5.73025 2.81729 -1.06240 0.214
H 5.96171 2.69183 -2.77386 0.461
H 4.46350 4.28190 -2.81408 0.352
H 1.94544 4.56926 0.39445 0.517
H 0.44347 4.82695 -0.43092 0.593
H 0.80284 2.54595 0.00277 0.345
H 3.08134 2.38759 -1.95090 0.274
H 2.29945 1.12667 -1.05461 0.623
H 3.20199 2.29826 -0.15199 0.252
H -0.14148 1.73877 -1.93402 0.460
H 0.96365 2.63702 -2.92516 0.324
H -0.32807 3.52282 -2.21043 0.370
C -3.99412 2.53501 -6.54187 -1.108
C -2.61809 2.17752 -6.02174 -0.234
O -2.69005 1.46813 -4.77667 -0.309
C -3.01244 0.18407 -4.86105 0.743
O -3.23343 -0.43493 -5.87078 -0.573
O -3.05711 -0.31296 -3.62194 -0.271
C -3.46272 -1.67898 -3.55255 -0.642
H -4.55707 3.07899 -5.78261 0.295
H -3.91317 3.15487 -7.43446 0.362
H -4.56234 1.64035 -6.79422 0.306
H -2.05315 3.08192 -5.80869 0.332
H -2.05147 1.59897 -6.75001 0.317
H -2.85312 -2.30223 -4.20250 0.303
H -4.51427 -1.77455 -3.81982 0.301
H -3.32466 -1.99225 -2.52161 0.175
C 2.24596 -1.23484 3.96041 -1.270
C 1.57954 -2.40754 3.27306 -0.032
O 0.14801 -2.30379 3.34327 -0.319
C -0.40702 -1.44089 2.48896 0.705
O 0.17265 -0.77396 1.67752 -0.548
O -1.72416 -1.43737 2.70594 -0.268
C -2.44184 -0.48260 1.91495 -0.744
H 1.87866 -1.13489 4.98286 0.312
H 3.32685 -1.36968 3.98233 0.399
H 2.02712 -0.30248 3.44244 0.304
H 1.84509 -3.33234 3.78209 0.377
H 1.90519 -2.50388 2.23775 0.212
H -2.21503 -0.59960 0.85793 0.334
H -2.20462 0.52850 2.23950 0.333
H -3.49836 -0.67332 2.08068 0.185
C -4.69510 -2.75649 5.23679 -0.999
C -6.19184 -2.79935 5.45515 -0.260
O -6.60113 -1.91823 6.51274 -0.347
C -6.66266 -0.62875 6.18506 0.786
O -6.43426 -0.15843 5.10184 -0.550
O -7.02372 0.05709 7.27095 -0.340
C -7.06030 1.47431 7.08335 -0.634
H -4.16727 -2.95436 6.17021 0.311
H -4.39442 -3.49768 4.49692 0.355
H -4.37688 -1.77594 4.88655 0.251
H -6.49512 -3.79597 5.76990 0.294
H -6.73658 -2.56475 4.54135 0.325
H -7.67665 1.73979 6.22809 0.295
H -6.05185 1.86284 6.95383 0.296
H -7.49450 1.89605 7.98484 0.219
C 4.04446 -6.40590 -2.50651 -1.110
C 4.24696 -6.33359 -1.00817 -0.179
O 3.48372 -5.27148 -0.41992 -0.360
C 2.18660 -5.52178 -0.25201 0.704
O 1.61881 -6.54775 -0.52517 -0.568
O 1.62305 -4.43262 0.26865 -0.208
C 0.20534 -4.53637 0.42717 -0.355
H 4.25254 -5.43871 -2.96472 0.296
H 4.70467 -7.15464 -2.94398 0.359
H 3.01629 -6.66970 -2.74947 0.314
H 5.28660 -6.10470 -0.78314 0.293
H 4.00597 -7.27996 -0.52499 0.313
H -0.06559 -5.42880 0.98631 0.334
H -0.27824 -4.53914 -0.54811 0.352
H -0.12625 -3.66592 0.98347 -0.169
```


A single C8H10 molecule. Source: OMol25; level of theory: ωB97M-V/def2-TZVPD.

lowest unoccupied orbital energy = 0.0383 Eh
structure (SMILES) = C[C@]12C[C@H]1CC1=C2C1
Kohn-Sham gap = 9.550 eV
total energy = -8452.836 eV
energy relative to the best compared isomer or geometry (same formula, charge and spin) = 524.2 kJ/mol
net charge = 0
HOMO level = -8.5 eV

The geometry in XYZ format:
```
18
Properties=species:S:1:pos:R:3:nbo_charge:R:1
C -1.79764 -0.00321 -0.52166 -0.014
C -0.89023 0.97954 -0.13771 0.013
C -2.27580 1.02035 0.43188 -0.385
C -1.22237 -1.37660 -0.60155 -0.443
C 0.67258 -0.62209 1.00776 -0.419
C 0.35148 -1.13986 -0.29908 -0.217
C 0.51093 0.43353 -0.05349 -0.066
C 1.71723 1.14839 -0.60866 -0.572
H -2.89932 1.84742 0.02851 0.197
H -2.39007 1.05648 1.49171 0.190
H -1.52448 -1.99184 0.24566 0.217
H -1.53474 -1.86177 -1.47798 0.227
H -0.07373 -0.68174 1.82122 0.213
H 1.70778 -0.73807 1.34393 0.224
H 1.03670 -1.73460 -0.91372 0.221
H 2.01902 2.03821 0.15740 0.190
H 1.45086 1.59830 -1.48792 0.214
H 2.55340 0.57303 -0.70534 0.209
```


2 unconnected molecules or ions with the total composition C4H10N2. Source: OMol25; level of theory: ωB97M-V/def2-TZVPD.

lowest unoccupied orbital energy = 0.0238 Eh
structure (SMILES) = C=CN.C=CN
Kohn-Sham gap = 8.607 eV
total energy = -7288.076 eV
energy relative to the best compared isomer or geometry (same formula, charge and spin) = 245.4 kJ/mol
net charge = 0
HOMO level = -8.0 eV

The geometry in XYZ format:
```
16
Properties=species:S:1:pos:R:3:nbo_charge:R:1
C -3.37488 -0.64515 1.38021 -0.562
C -2.02928 -0.80314 1.66424 0.018
N -1.40434 -2.06614 1.53270 -0.850
H -3.87362 -1.36701 0.70064 0.198
H -3.80512 0.35472 1.51602 0.208
H -1.38487 0.08563 1.97120 0.198
H -2.09254 -2.88363 1.31302 0.398
H -0.41324 -2.17902 1.47909 0.392
C 1.92094 2.36689 -2.05566 -0.584
C 2.61946 1.24209 -1.62677 0.039
N 2.19030 0.16361 -0.94987 -0.816
H 0.89110 2.41647 -1.76538 0.193
H 2.43673 3.00864 -2.74103 0.215
H 3.73058 1.13404 -1.72471 0.177
H 1.27398 0.25247 -0.44964 0.384
H 2.91795 -0.46879 -0.55111 0.391
```


Q: Which value of net charge does entry 1 give?
A: -1


Q: Which of these has the lowest total energy?
A: C38H47ClF48O6SiTa